{
  "formula": "C16H21O4PdS",
  "method": "ωB97M-V/def2-TZVPD",
  "gap_ev": [8.270, 6.250],
  "molar_mass_g_mol": 415.83,
  "homo_ev": [-17.157, -17.747],
  "total_charge": 3,
  "spin_multiplicity": 5,
  "elements": ["Pd", "S", "O", "O", "O", "O", "C", "C", "C", "C", "C", "C", "C", "C", "C", "C", "C", "C", "C", "C", "C", "C", "H", "H", "H", "H", "H", "H", "H", "H", "H", "H", "H", "H", "H", "H", "H", "H", "H", "H", "H", "H", "H"],
  "coordinates": [[-0.34052, 0.46157, 0.01714], [-1.83452, 0.01743, 9.00503], [-0.37986, 1.90191, -1.65507], [1.47196, 0.06721, -1.05689], [-1.53158, -3.22130, 10.09677], [-0.87431, -1.29001, -1.25519], [0.56748, 1.61226, -2.69768], [-0.21257, -0.60760, 5.43276], [-0.92012, 0.05482, 3.19415], [-2.41895, -2.75157, 10.56902], [-0.42833, -0.63295, 6.77827], [-2.36570, 0.53881, 5.10440], [1.81120, 1.10158, -2.01672], [1.49961, -1.32005, -1.47253], [-0.66085, 0.11702, 1.98976], [-1.16989, -0.01342, 4.55651], [-3.58033, -2.24224, 11.23930], [-1.61802, -0.06846, 7.30615], [-2.58633, 0.51506, 6.44868], [-2.16496, -1.82708, -1.60725], [-1.62405, 2.43672, -2.15873], [0.19362, -1.75552, -2.09611], [-2.43268, -1.51588, -2.61741], [2.52790, 0.70382, -2.73458], [-2.10599, 1.71087, -2.81462], [0.79234, 2.52617, -3.25108], [-4.37312, -2.07848, 10.50415], [-1.42061, 3.35799, -2.70236], [-2.13425, -2.91404, -1.54470], [0.04786, -1.37664, -3.11060], [2.34068, -1.47338, -2.14825], [-3.32468, -1.31073, 11.75248], [-3.87029, -3.01634, 11.96269], [-3.08437, 1.00027, 4.44133], [0.31925, -1.05052, 7.43941], [1.68220, -1.87576, -0.55419], [0.69714, -1.01762, 5.01625], [0.12934, 0.88252, -3.38264], [-3.47922, 0.96528, 6.86131], [0.17745, -2.84765, -2.13275], [-2.25212, 2.65449, -1.29935], [2.28900, 1.88604, -1.43274], [-2.88375, -1.43662, -0.89285]],
  "forces_ev_per_a": [[-0.19, 0.65, -0.07], [0.08, 0.14, -0.35], [0.03, -0.15, -0.08], [0.11, -0.08, 0.07], [0.22, -0.07, -0.14], [0.07, -0.10, 0.17], [-0.01, 0.02, 0.02], [0.00, 0.02, 0.02], [0.10, -0.01, 0.00], [-0.38, -0.07, 0.34], [0.04, 0.02, -0.04], [0.00, 0.01, 0.02], [-0.02, -0.05, -0.02], [0.01, 0.00, 0.06], [-0.06, -0.38, -0.08], [-0.01, 0.02, 0.00], [0.05, -0.10, 0.03], [0.05, 0.14, 0.12], [-0.03, 0.00, -0.03], [-0.02, 0.03, 0.01], [0.00, 0.01, 0.01], [0.01, -0.01, -0.03], [0.00, -0.01, 0.00], [0.00, 0.00, 0.00], [0.00, 0.00, 0.00], [0.00, 0.00, 0.00], [0.01, -0.05, -0.02], [0.00, 0.00, 0.00], [0.00, 0.00, 0.01], [0.01, 0.04, 0.01], [-0.03, -0.01, -0.03], [0.05, -0.03, 0.03], [-0.06, 0.05, 0.02], [-0.01, -0.02, 0.00], [-0.01, -0.02, 0.00], [0.02, 0.00, 0.00], [0.00, -0.01, 0.00], [0.01, 0.01, -0.02], [-0.01, -0.02, 0.00], [-0.03, 0.00, -0.03], [0.00, 0.00, 0.00], [-0.01, 0.01, -0.01], [0.00, 0.00, 0.00]]
}



{
  "formula": "C4H7N3S",
  "method": "ωB97M-V/def2-TZVPD",
  "gap_ev": 9.920,
  "molar_mass_g_mol": 129.19,
  "de_lowest_kcal_mol": 18.84,
  "homo_ev": -9.279,
  "spin_multiplicity": 1,
  "elements": ["S", "N", "N", "N", "C", "C", "C", "C", "H", "H", "H", "H", "H", "H", "H"],
  "coordinates": [[-0.70586, -1.30343, -0.25800], [-2.72438, 0.32065, 0.27520], [-0.49941, 1.23888, 0.07512], [1.82825, 1.65912, -0.18785], [1.01727, -0.60564, -0.34439], [-1.47505, 0.21562, 0.10001], [2.10083, -1.10146, 0.60939], [0.78435, 0.92584, -0.15340], [1.77958, -1.11150, 1.65820], [1.65803, 2.66422, -0.24862], [1.40853, -0.80835, -1.35592], [2.91306, -0.42226, 0.48793], [-0.72335, 2.18175, 0.29427], [-2.98213, 1.28029, 0.54776], [2.44437, -2.06614, 0.33755]],
  "forces_ev_per_a": [[0.86, -0.65, 0.10], [0.34, 0.48, 0.49], [-1.25, -0.43, 0.08], [-0.48, 0.14, -0.63], [-0.66, 0.64, -0.15], [0.14, 0.78, -0.30], [-1.29, 0.27, 0.58], [2.48, -1.19, -0.28], [0.02, 0.06, -0.24], [-0.18, -0.16, 0.47], [-0.45, 0.42, 0.26], [0.66, 0.56, 0.05], [-0.43, 0.59, 0.14], [0.03, -0.43, -0.34], [0.19, -1.07, -0.23]]
}



{
  "formula": "C5H8O",
  "method": "ωB97M-V/def2-TZVPD",
  "gap_ev": 10.651,
  "molar_mass_g_mol": 84.12,
  "de_lowest_kcal_mol": 55.30,
  "homo_ev": -9.557,
  "spin_multiplicity": 1,
  "elements": ["O", "C", "C", "C", "C", "C", "H", "H", "H", "H", "H", "H", "H", "H"],
  "coordinates": [[1.50453, 0.52646, -0.05214], [-0.36700, -0.90146, 0.17138], [1.14895, -0.85626, 0.06042], [0.43403, 1.33411, 0.38510], [-1.08902, -0.33665, -1.01510], [-0.81836, 0.54039, 0.20404], [1.64433, -1.28139, 0.94026], [1.52711, -1.37527, -0.83485], [-0.48716, -0.23517, -1.92775], [-2.09775, -0.68699, -1.22492], [-1.33831, 1.01422, 1.05073], [-0.82722, -1.66716, 0.79060], [0.55075, 2.30976, -0.08930], [0.21512, 1.61541, 1.54152]],
  "forces_ev_per_a": [[0.20, 0.14, 0.41], [0.13, -0.01, 0.20], [0.04, -0.02, 0.14], [-0.17, 0.63, 1.20], [-0.15, 0.29, 0.09], [0.24, 0.15, 0.38], [-0.16, -0.05, 0.00], [-0.07, 0.22, 0.24], [-0.19, 0.38, 0.44], [0.13, 0.17, 0.26], [-1.92, -1.24, -1.15], [0.06, 0.17, -0.14], [-0.20, -0.15, -0.31], [2.07, -0.69, -1.77]]
}



{
  "formula": "C40H57FGe2N3O6PReS3",
  "method": "ωB97M-V/def2-TZVPD",
  "gap_ev": [6.665, 7.150],
  "molar_mass_g_mol": 1153.51,
  "de_lowest_kcal_mol": 48.71,
  "homo_ev": [-14.460, -14.563],
  "total_charge": 3,
  "spin_multiplicity": 3,
  "elements": ["Re", "Ge", "Ge", "S", "S", "S", "P", "F", "O", "O", "O", "O", "O", "O", "N", "N", "N", "C", "C", "C", "C", "C", "C", "C", "C", "C", "C", "C", "C", "C", "C", "C", "C", "C", "C", "C", "C", "C", "C", "C", "C", "C", "C", "C", "C", "C", "C", "C", "C", "C", "C", "C", "C", "C", "C", "C", "C", "H", "H", "H", "H", "H", "H", "H", "H", "H", "H", "H", "H", "H", "H", "H", "H", "H", "H", "H", "H", "H", "H", "H", "H", "H", "H", "H", "H", "H", "H", "H", "H", "H", "H", "H", "H", "H", "H", "H", "H", "H", "H", "H", "H", "H", "H", "H", "H", "H", "H", "H", "H", "H", "H", "H", "H", "H"],
  "coordinates": [[-1.10566, -0.73906, 0.01317], [-1.34773, -4.52970, 0.40528], [-0.03531, -4.53801, 2.64129], [2.94981, 0.25879, 1.17575], [0.73568, -1.96725, -0.17776], [-3.86575, -2.02361, 0.90985], [2.70306, -1.03841, -0.24023], [3.40997, 4.39098, -0.31789], [3.63426, -2.27547, -0.11392], [-4.43370, 1.61552, 0.49724], [-2.82843, 0.15450, 0.06325], [-0.28520, 1.13142, -0.11431], [2.79946, -0.58430, -1.74296], [-2.40705, -2.48340, 0.44203], [-1.98202, 4.82818, 0.58488], [2.38393, 6.91233, 0.50923], [3.97541, 9.24658, 0.88500], [-0.07550, -6.15622, -3.21775], [-4.54641, -3.46622, 1.73561], [1.58409, 5.77551, 0.32468], [-3.78818, 6.25477, 1.69670], [-4.40958, -7.16266, 1.67072], [4.17147, -3.21241, -1.12410], [-0.60765, 4.72400, 0.40930], [-3.27022, 1.38685, 0.30305], [5.34251, -2.56716, -1.83489], [2.11623, 8.11443, -0.26567], [-0.28019, -5.17681, -4.17866], [-2.73331, 3.73705, 0.52136], [-0.86898, -4.64867, -1.50954], [-2.60483, 6.12886, 0.78976], [0.21133, 5.85208, 0.50072], [-4.80606, -2.13917, -0.60501], [3.79572, 6.78780, 0.85461], [-1.39240, -4.13428, 4.00960], [1.33503, 3.38714, -0.07230], [1.72230, 0.45473, -3.59586], [2.10815, 4.50654, -0.00703], [-3.27256, -6.37015, 1.62239], [-4.89750, -6.59125, -0.61917], [3.54327, 1.64428, -2.30045], [-1.06321, -3.66887, -2.47787], [-0.77515, -3.93374, -3.80905], [-3.75445, -5.80794, -0.67020], [-2.24365, 2.46522, 0.31319], [-5.23104, -7.25896, 0.55453], [-0.37592, -5.89736, -1.88863], [0.59416, -6.39953, 2.65065], [2.34656, 0.71553, -2.24023], [-0.04561, 3.45833, 0.15191], [-0.86009, 2.26298, 0.11480], [1.45523, -3.27086, 2.79401], [-2.46448, 6.80320, 2.12548], [4.22447, 7.99656, 1.67483], [-2.94594, -5.67097, 0.45982], [2.52768, 9.35484, 0.51500], [3.09761, -3.71695, -2.07081], [-0.94367, -3.17346, -4.56179], [-4.56765, 6.93850, 1.39279], [0.30679, -7.12612, -3.50802], [1.58757, 1.09637, -1.55313], [2.43541, -0.06171, -4.23955], [-4.15558, 5.37605, 2.20970], [5.84274, -3.31471, -2.45002], [2.22862, -3.46136, 2.05248], [6.05953, -2.17627, -1.11363], [-1.45076, -2.69704, -2.20229], [2.26182, -4.16483, -1.52911], [-5.52282, -6.69768, -1.49636], [1.05803, 8.18827, -0.50352], [1.95725, 9.43564, 1.43832], [1.34381, -6.54843, 1.87367], [-4.47251, -1.34538, -1.26869], [1.79538, 2.43393, -0.29393], [-6.12410, -7.86849, 0.59445], [4.27030, 10.06870, 1.41370], [-3.47988, -5.31371, -1.59706], [-5.85635, -1.98918, -0.35120], [3.24121, 2.62627, -2.66781], [3.99551, 1.75551, -1.31487], [-2.57797, 6.73785, -0.10516], [3.64502, 8.06293, 2.59379], [-0.23155, 6.80518, 0.75009], [-4.65385, -7.70803, 2.57308], [3.95257, 5.90560, 1.46781], [4.53865, 9.21799, 0.03173], [-1.93162, 6.26421, 2.89886], [-2.06315, -4.97589, 4.17544], [-0.22123, -7.10468, 2.49290], [-3.83861, -3.81158, 2.48666], [2.66792, 8.08833, -1.21868], [4.43442, 6.70036, -0.03442], [-2.63120, -6.29335, 2.49434], [4.52772, -4.03056, -0.50056], [5.00734, -1.75482, -2.48003], [5.28167, 7.93208, 1.92524], [1.05367, -6.60607, 3.61795], [-0.23614, -6.67830, -1.14666], [1.88209, -3.42084, 3.78801], [3.53228, -4.47942, -2.71660], [-4.78260, -4.26623, 1.04013], [1.12239, -2.23845, 2.70968], [-1.97454, -3.25175, 3.74377], [-0.86601, -3.92551, 4.94163], [-0.07199, -5.38888, -5.21911], [-5.45016, -3.10688, 2.23206], [2.72251, -2.90941, -2.69895], [4.29205, 1.23505, -2.98026], [-4.63858, -3.11940, -1.04871], [1.45124, 1.39728, -4.07145], [-3.80125, 3.85787, 0.63440], [0.82831, -0.16252, -3.49448], [2.37526, 10.25267, -0.08086], [-2.31895, 7.87469, 2.14889]],
  "forces_ev_per_a": [[0.12, 0.50, 0.24], [-0.37, -0.36, -0.13], [0.01, 0.05, -0.23], [-0.27, -0.46, -0.62], [-0.18, -0.02, -0.04], [-0.49, -1.00, 0.09], [0.33, 0.82, 0.74], [0.03, 0.13, 0.12], [-0.16, -0.05, -0.09], [0.05, -0.15, -0.04], [0.25, -0.01, -0.16], [-0.29, -0.46, 0.07], [0.03, -0.11, 0.05], [0.78, 0.32, -0.24], [-0.17, -0.10, 0.12], [0.15, 0.08, 0.03], [-0.04, -0.02, 0.08], [0.03, -0.05, -0.06], [-0.10, 0.19, 0.05], [-0.09, -0.18, 0.01], [-0.11, -0.07, 0.00], [0.02, -0.02, 0.08], [0.07, -0.16, -0.32], [0.12, -0.19, -0.10], [-0.23, 0.45, 0.03], [-0.07, 0.09, 0.12], [0.13, -0.08, 0.03], [-0.02, 0.00, -0.02], [0.02, 0.10, -0.03], [0.03, 0.23, 0.43], [-0.01, 0.16, 0.01], [0.02, 0.17, 0.00], [0.08, 0.18, -0.02], [-0.17, 0.10, -0.02], [0.13, -0.12, -0.25], [0.07, -0.11, 0.09], [0.02, -0.08, 0.11], [-0.03, -0.01, -0.12], [0.08, -0.02, -0.06], [-0.07, -0.01, -0.02], [0.01, -0.17, 0.06], [-0.05, -0.03, 0.07], [-0.01, 0.00, -0.02], [0.09, -0.01, -0.06], [0.27, -0.41, -0.05], [0.01, 0.04, 0.00], [0.00, 0.06, 0.19], [-0.16, 0.23, -0.06], [-0.01, 0.15, -0.27], [0.10, 0.04, 0.02], [-0.27, 0.29, -0.07], [-0.30, -0.20, -0.11], [0.11, 0.02, 0.08], [0.05, -0.43, 0.10], [0.58, 0.08, 0.07], [-0.41, -0.07, -0.21], [-0.04, 0.09, 0.21], [-0.01, -0.01, 0.03], [0.04, 0.01, -0.03], [-0.01, 0.00, 0.03], [0.07, -0.19, -0.06], [-0.01, 0.02, -0.02], [0.07, 0.00, 0.01], [0.00, -0.01, 0.00], [0.02, -0.01, -0.02], [0.01, -0.02, -0.02], [-0.02, 0.08, -0.04], [0.02, -0.02, -0.04], [0.00, 0.01, 0.01], [0.01, 0.03, -0.01], [0.09, 0.02, 0.07], [0.00, 0.01, 0.02], [-0.01, 0.04, 0.06], [0.05, 0.10, 0.15], [0.01, -0.01, -0.01], [0.03, 0.04, 0.00], [-0.02, -0.03, 0.01], [0.01, -0.02, 0.02], [-0.02, -0.02, -0.01], [0.00, 0.03, -0.01], [-0.02, -0.01, 0.00], [-0.03, 0.12, -0.02], [0.01, -0.02, 0.05], [-0.01, 0.00, -0.01], [0.04, -0.04, 0.00], [0.07, 0.08, -0.02], [-0.04, -0.05, -0.03], [-0.01, 0.03, 0.03], [0.01, -0.01, 0.03], [-0.02, 0.13, 0.02], [-0.06, 0.01, -0.03], [0.01, -0.05, 0.00], [-0.09, -0.05, 0.00], [-0.02, 0.02, 0.05], [0.01, -0.02, -0.01], [0.02, 0.13, -0.07], [-0.01, 0.01, 0.00], [0.01, -0.06, -0.06], [-0.01, -0.03, -0.01], [0.01, -0.01, 0.01], [-0.03, 0.13, 0.03], [0.01, 0.00, 0.03], [0.04, 0.03, 0.04], [-0.01, 0.01, 0.00], [0.04, 0.01, 0.02], [0.03, 0.09, 0.00], [-0.02, -0.02, -0.05], [-0.01, 0.04, -0.01], [-0.03, -0.03, 0.08], [-0.03, 0.00, 0.02], [-0.01, 0.07, 0.02], [0.01, 0.00, -0.04], [0.12, 0.04, 0.02], [-0.03, -0.01, -0.07]]
}